Molecular formula: C5H31NO11
Method: DFT, ωB97M-V with the def2-TZVPD basis set

Each atom is followed by the atoms it is bonded to, with distances in Å.
CARTESIAN COORDINATES (ANGSTROEM)
1 O -1.4663 0.6137 0.3994  C2 1.448, H8 0.972
2 C -0.2659 1.3700 0.1103  O1 1.448, C3 1.583, H9 1.077, H10 1.071
3 C 0.7988 0.7226 1.0868  C2 1.583, C4 1.498, N7 1.554, H11 1.083
4 C 1.4824 1.7799 1.8979  C3 1.498, C5 1.573, H12 1.104, H13 1.111
5 C 2.6611 2.1932 0.9410  C4 1.573, C6 1.517, H14 1.104, H15 1.182
6 C 2.9608 0.8913 0.2219  C5 1.517, N7 1.451, H16 1.123, H17 1.100
7 N 1.7699 0.0787 0.0580  C3 1.554, C6 1.451, H18 1.092
8 H -1.5403 -0.1481 -0.2005  O1 0.972
9 H -0.5289 2.4027 0.2643  C2 1.077
10 H 0.0209 1.1247 -0.8918  C2 1.071
11 H 0.4805 -0.1155 1.6935  C3 1.083
12 H 1.9290 1.2277 2.7429  C4 1.104
13 H 0.7977 2.6077 2.1795  C4 1.111
14 H 2.3868 3.0367 0.2829  C5 1.104
15 H 3.6473 2.5123 1.5083  C5 1.182
16 H 3.3326 1.0839 -0.8199  C6 1.123
17 H 3.7443 0.3405 0.7638  C6 1.100
18 H 1.9303 -0.9931 0.1911  N7 1.092
19 O -0.6752 -0.0675 -4.5645  H20 1.055, H21 1.097
20 H -1.2296 -0.4425 -3.7487  O19 1.055
21 H 0.3171 -0.2368 -4.1289  O19 1.097
22 O -0.2318 3.1655 -2.1053  H23 0.930, H24 0.952
23 H -1.0367 3.1168 -2.5695  O22 0.930
24 H 0.2936 3.6365 -2.7437  O22 0.952
25 O 1.8131 -3.2632 0.9903  H26 0.967, H27 0.943
26 H 1.7815 -2.4552 1.5213  O25 0.967
27 H 1.3197 -3.9044 1.4749  O25 0.943
28 O 2.2811 -0.8523 -2.8481  H29 0.962, H30 0.880
29 H 2.4981 -1.7867 -2.9258  O28 0.962
30 H 1.8271 -0.7967 -2.0964  O28 0.880
31 O 1.4369 -1.2775 3.3263  H32 0.911, H33 1.002
32 H 1.3187 -1.7112 4.1188  O31 0.911
33 H 0.4679 -1.1057 3.1376  O31 1.002
34 O -2.6400 -2.5273 -1.4829  H35 0.920, H36 0.907
35 H -3.3432 -2.7571 -2.0303  O34 0.920
36 H -2.6900 -1.8807 -0.8484  O34 0.907
37 O -1.8263 -0.8301 3.7117  H38 0.982, H39 1.009
38 H -1.9579 -0.1819 4.4372  O37 0.982
39 H -1.9992 -0.5824 2.7485  O37 1.009
40 O -4.2991 0.8160 -1.3655  H41 0.939, H42 0.938
41 H -4.1978 0.7760 -2.2981  O40 0.939
42 H -3.6784 1.4871 -1.1532  O40 0.938
43 O -3.7235 0.3026 1.8184  H44 1.024, H45 1.011
44 H -4.5024 -0.0695 1.2668  O43 1.024
45 H -3.0816 0.8321 1.2444  O43 1.011
46 O 0.7569 -2.6755 -2.1302  H47 1.019, H48 0.947
47 H 0.9544 -3.1503 -1.2505  O46 1.019
48 H -0.0939 -2.3070 -1.9358  O46 0.947

## Properties
LUMO = -0.13 eV
F_max = 6.37 eV/Å
Frontier orbital gap = 8.703 eV
Charge = 0
SMILES = OC[C@@H]1CCCN1.O.O.O.O.O.O.O.O.O.O
ΔE to the lowest compared entry with this formula, charge and spin = 5.442 eV
2S+1 = 1
DFT total energy = -1091.36967 hartree

Atomic partial charges in e from the Löwdin method, atoms 1 to 2: O -0.12; C -0.15


Molecular formula: C3H5ClS
Method: DFT, ωB97M-V with the def2-TZVPD basis set

Each atom is followed by the atoms it is bonded to, with distances in Å.
CARTESIAN COORDINATES (ANGSTROEM)
1 C -0.7868 0.1143 0.2814  C2 1.534, H5 1.143, H6 1.036, S9 1.724
2 C 0.6971 -0.0480 -0.0721  C1 1.534, C3 1.448, Cl10 1.710
3 C 1.7180 0.9302 -0.3851  C2 1.448, H7 1.057, H8 1.115
4 H -2.8844 -2.0837 0.9084  no bonds
5 H -0.6097 1.2431 0.2878  C1 1.143
6 H -1.0099 -0.3578 1.1765  C1 1.036
7 H 2.4681 0.3737 -0.8791  C3 1.057
8 H 1.4738 2.0135 -0.4811  C3 1.115
9 S -2.1673 -0.4889 -0.5576  C1 1.724
10 Cl 1.1010 -1.6963 -0.2790  C2 1.710

## Properties
LUMO = -2.10 eV
F_max = 6.21 eV/Å
Frontier orbital gap = 7.165 eV
Charge = 0
ΔE to the lowest compared entry with this formula, charge and spin = 4.833 eV
2S+1 = 1
DFT total energy = -975.47913 hartree

Atomic partial charges in e from the Löwdin method, atoms 1 to 2: C -0.78; C -0.78